# C4H9S

A 2-piece molecular cluster, C4H9S overall (ωB97M-V/def2-TZVPD, the Open Molecules 2025 dataset).

```
14
Properties=species:S:1:pos:R:3:forces:R:3:lowdin_charge:R:1
C 2.546 1.395 0.218 0.0 -0.1 -0.2 -0.79
S 1.823 2.170 1.698 -0.2 -0.1 0.0 -0.08
H 1.890 0.666 -0.281 -0.1 0.0 0.2 -0.04
H 3.471 0.858 0.445 0.1 0.0 0.0 -0.03
H 2.772 2.141 -0.547 0.1 0.1 0.0 -0.03
C -0.868 -1.794 0.080 -0.1 0.5 0.0 -0.12
C -1.930 -0.817 -0.371 0.0 0.0 0.4 -0.25
C -1.734 0.494 -0.405 -0.1 0.3 -0.2 -0.02
H -0.750 -1.786 1.164 -0.2 -0.1 0.1 0.07
H 0.095 -1.462 -0.305 0.1 -0.2 -0.1 0.06
H -1.088 -2.803 -0.260 0.1 -0.1 0.0 0.05
H -2.919 -1.211 -0.597 0.1 0.0 -0.2 0.07
H -2.486 1.184 -0.780 -0.1 -0.2 0.2 0.04
H -0.821 0.965 -0.059 0.3 -0.1 -0.1 0.04
```
Positions in Å, forces in eV/Å.

Summary:
Electronic energy in hartree: -555.9772
Frontier orbital gap in eV: 5.789
Total charge: -1
Energy above the lowest of the compared OMol25 structures with the same formula, charge and spin in eV: 0.740

=====

# C19H21BrN2O4PPd

C19H21BrN2O4PPd as an isolated structure at a distorted geometry (ωB97M-V/def2-TZVPD, the Open Molecules 2025 dataset).

```
49
Properties=species:S:1:pos:R:3:forces:R:3:lowdin_charge:R:1
Pd 0.518 -0.250 -0.567 -0.4 0.7 -1.4 0.70
Br 2.473 -0.386 -2.351 -0.1 0.1 0.1 0.87
C 1.165 -0.385 -3.740 0.0 -0.1 0.0 -0.56
C 1.568 -0.179 -5.020 -0.1 0.0 -0.1 -0.11
C 0.598 -0.246 -6.047 0.0 0.0 0.0 -0.06
C -0.696 -0.554 -5.751 0.0 0.0 0.0 -0.02
C -1.111 -0.784 -4.415 0.0 0.0 0.0 -0.15
C -2.447 -1.139 -4.104 0.0 0.0 0.0 -0.03
C -2.828 -1.355 -2.814 0.0 0.0 0.1 -0.06
C -1.899 -1.189 -1.758 -0.2 0.0 -0.1 -0.09
C -0.617 -0.834 -2.028 0.2 -0.1 0.4 -0.19
C -0.166 -0.659 -3.364 -0.1 -0.1 -0.1 -0.20
H 2.604 0.020 -5.253 0.0 0.0 0.0 0.11
H 0.901 -0.065 -7.069 0.0 0.0 0.0 0.11
H -1.433 -0.629 -6.539 0.0 0.0 0.0 0.12
H -3.161 -1.237 -4.912 0.0 0.0 0.0 0.12
H -3.848 -1.634 -2.585 0.0 0.0 0.0 0.11
H -2.237 -1.294 -0.733 0.0 0.0 0.0 0.09
N 3.505 -1.826 1.536 0.0 0.0 0.0 0.15
C 2.305 -0.990 1.901 -0.1 0.1 0.0 -0.18
P 0.971 -2.237 1.610 0.1 -0.6 0.0 0.36
O 1.351 -3.326 2.575 -0.1 0.1 0.0 -0.34
O 0.882 -2.556 0.148 0.1 0.3 0.4 -0.35
C -0.669 -1.690 2.237 0.0 0.1 0.0 -0.17
N -1.357 -3.026 2.363 0.0 0.0 0.0 0.14
H 3.488 -2.035 0.532 0.0 0.0 0.0 0.15
H 3.410 -2.727 2.034 0.0 0.0 0.0 0.15
H 4.391 -1.383 1.779 0.0 0.0 0.0 0.17
H 2.301 -0.075 1.307 0.0 0.0 0.0 0.07
H 2.380 -0.752 2.960 0.0 0.0 0.0 0.12
H -1.225 -1.025 1.579 0.0 0.0 0.0 0.07
H -0.597 -1.264 3.236 0.0 0.0 0.0 0.12
H -0.681 -3.662 2.825 0.0 0.0 0.0 0.14
H -1.539 -3.413 1.433 0.0 0.0 0.0 0.17
H -2.231 -2.979 2.885 0.0 0.0 0.0 0.17
O 1.068 1.768 0.333 0.2 -0.2 0.7 -0.10
C -0.069 1.826 0.886 0.2 0.0 0.0 -0.61
O -0.982 0.990 0.599 0.2 -0.3 -0.1 -0.09
C -0.310 2.845 1.949 -0.1 0.0 -0.1 -0.15
C -1.507 2.846 2.659 0.0 0.0 0.0 -0.03
C -1.711 3.769 3.672 0.0 0.0 0.0 -0.07
C -0.724 4.698 3.972 0.0 0.0 0.0 -0.08
C 0.467 4.707 3.257 0.0 0.0 0.0 -0.07
C 0.676 3.780 2.248 0.0 0.0 0.0 -0.02
H -2.274 2.130 2.395 0.0 0.0 0.0 0.11
H -2.643 3.772 4.222 0.0 0.0 0.0 0.10
H -0.886 5.422 4.759 0.0 0.0 0.0 0.11
H 1.230 5.439 3.483 0.0 0.0 0.0 0.11
H 1.595 3.773 1.677 0.0 0.0 0.0 0.11
```
Positions in Å, forces in eV/Å.

Summary:
Electronic energy in hartree: -4190.1589
Frontier orbital gap in eV: 7.445
Total charge: +1
Energy above the lowest of the compared OMol25 structures with the same formula, charge and spin in eV: 1.718

=====

# C21H74N16O16

A 16-piece molecular cluster, C21H74N16O16 overall at a distorted geometry (ωB97M-V/def2-TZVPD, the Open Molecules 2025 dataset).

```
127
Properties=species:S:1:pos:R:3:forces:R:3:lowdin_charge:R:1
C -3.578 0.970 0.368 1.5 -0.4 1.6 -0.08
C -4.686 1.292 -0.572 2.1 1.3 1.7 -0.32
O -5.106 0.085 -1.106 -1.3 0.0 -0.6 -0.09
H -2.842 0.312 -0.102 -0.2 -0.2 -0.1 0.06
H -3.903 0.456 1.331 0.2 0.7 -1.3 0.09
H -2.945 1.834 0.644 -0.7 -0.1 0.1 0.09
H -4.294 1.982 -1.311 0.0 0.0 -0.6 0.11
H -5.388 1.844 0.022 -1.3 0.0 0.0 0.11
H -5.686 0.400 -1.787 -0.8 -0.7 -0.8 0.08
C -2.794 -0.423 3.718 -0.3 -1.3 0.2 -0.09
C -1.829 0.559 3.143 0.1 0.9 1.4 -0.30
O -2.362 1.871 3.420 0.8 0.2 0.1 -0.10
H -2.425 -1.446 3.591 0.1 0.1 -0.1 0.04
H -3.731 -0.384 3.173 -0.3 0.1 0.2 0.06
H -2.973 -0.323 4.798 0.1 0.4 -0.3 0.09
H -1.722 0.437 2.073 0.3 -0.2 -0.2 0.07
H -0.881 0.420 3.692 -0.1 0.2 -0.7 0.10
H -1.614 2.474 3.653 -1.0 -0.6 -0.5 0.03
C -0.146 -0.125 -0.832 -2.5 0.5 1.2 -0.07
C 0.236 1.127 -0.127 0.2 0.8 -1.2 -0.26
O 1.263 0.868 0.810 -0.8 1.7 0.0 -0.09
H -0.471 -0.854 -0.125 -0.4 -0.7 0.6 0.06
H 0.564 -0.582 -1.402 2.5 -0.9 -1.4 0.02
H -0.964 0.069 -1.509 -0.4 0.2 -0.2 0.07
H -0.620 1.653 0.316 0.1 -0.4 0.2 0.11
H 0.566 1.790 -0.951 0.3 0.1 0.5 0.09
H 1.163 1.530 1.529 0.2 -0.4 0.2 0.05
C 3.654 -1.674 -1.851 0.6 0.5 -1.2 -0.09
C 3.934 -3.154 -1.932 0.8 -0.2 1.3 -0.27
O 3.440 -3.856 -3.088 -0.4 -0.5 0.0 -0.11
H 2.622 -1.477 -1.749 -1.3 0.2 0.4 0.03
H 3.951 -1.115 -2.739 0.3 -0.3 -0.6 0.08
H 4.205 -1.177 -1.047 -0.1 -0.5 0.3 0.08
H 3.507 -3.577 -1.014 0.2 -0.2 -0.1 0.09
H 5.020 -3.248 -1.900 0.1 -0.4 0.0 0.11
H 3.261 -4.796 -2.833 0.4 1.4 -0.1 0.12
C 0.826 -0.692 5.365 1.6 -0.7 -1.1 -0.06
C 2.060 -0.371 4.483 -3.2 1.6 -0.2 -0.27
O 2.777 0.523 5.295 1.8 0.7 0.3 -0.11
H 0.150 -1.235 4.811 -1.6 -1.6 -1.2 0.01
H 0.314 0.190 5.576 -0.6 1.7 0.7 0.03
H 1.012 -1.246 6.266 0.5 -0.2 0.5 0.08
H 1.723 0.191 3.529 0.5 -0.7 1.7 0.12
H 2.608 -1.187 4.130 0.9 -1.5 -0.1 0.07
H 3.201 0.001 5.991 -0.1 0.2 -0.2 0.11
C 3.977 2.049 -0.639 3.9 -9.7 3.8 -0.58
O 4.518 1.212 0.358 -2.9 4.5 -5.1 -0.11
N 3.899 3.297 -0.501 2.4 8.3 3.0 0.11
N 3.610 1.668 -1.844 -0.8 -2.4 -1.5 0.21
H 4.368 3.712 0.369 -0.7 -1.2 -1.7 0.19
H 3.960 3.970 -1.274 -0.1 -0.9 0.2 0.16
H 3.554 0.668 -2.064 0.3 0.6 0.5 0.07
H 2.875 2.196 -2.308 0.2 0.1 -0.2 0.06
C 0.382 -3.439 3.402 8.6 0.2 0.2 -0.61
O 1.689 -3.835 3.760 -7.0 1.8 -1.1 -0.14
N 0.150 -2.483 2.544 3.2 1.6 -1.3 0.19
N -0.690 -3.897 3.950 -2.5 -3.0 2.8 0.16
H 0.992 -2.014 2.083 -1.8 -1.0 0.5 0.10
H -0.768 -2.236 2.299 -1.0 0.4 -0.6 0.03
H -0.454 -4.363 4.790 -0.2 -0.8 0.8 0.10
H -1.645 -3.600 3.873 0.2 0.5 -0.4 0.10
C -3.127 1.639 -3.880 6.5 -0.3 3.3 -0.67
O -1.868 1.753 -3.329 -5.7 -0.5 -2.9 -0.10
N -3.826 0.556 -3.862 -0.1 -5.3 2.3 0.15
N -3.744 2.551 -4.514 -1.3 7.5 -3.6 0.14
H -3.216 -0.182 -3.399 -1.7 0.5 -0.4 0.09
H -4.834 0.407 -4.039 1.5 0.5 -0.1 0.14
H -3.146 3.324 -4.906 -1.3 -1.0 1.0 0.15
H -4.778 2.665 -4.623 1.8 -0.6 0.1 0.14
C 0.669 4.312 0.424 -4.5 -1.3 9.5 -0.59
O -0.490 4.300 1.284 5.0 0.1 -4.7 -0.15
N 1.852 3.992 0.849 1.2 -1.0 2.7 0.18
N 0.656 4.752 -0.740 -3.7 2.4 -7.3 0.16
H 1.832 3.602 1.804 0.0 0.0 -0.2 0.08
H 2.643 3.648 0.255 -1.7 0.6 0.4 0.03
H -0.280 4.791 -1.205 1.3 0.4 0.5 0.17
H 1.480 4.844 -1.306 0.1 0.4 0.2 0.11
C 0.629 2.926 4.090 2.3 -0.6 -2.9 -0.55
O 1.270 2.438 2.984 -2.5 1.5 5.0 -0.12
N 0.926 2.642 5.339 1.0 -1.2 1.4 0.19
N -0.333 3.825 3.949 -1.1 1.5 -1.8 0.13
H 1.544 1.832 5.490 0.1 0.6 0.3 0.07
H 0.472 3.120 6.135 0.4 -0.7 -1.1 0.14
H -0.368 4.063 2.938 -0.5 0.5 -0.2 0.06
H -0.742 4.497 4.618 0.8 -1.1 -0.3 0.15
C -3.051 -2.700 0.260 4.5 4.5 5.9 -0.55
O -2.212 -1.944 1.079 -4.9 -3.5 -4.8 -0.08
N -2.768 -3.953 0.061 0.4 -5.3 2.9 0.11
N -4.123 -2.330 -0.422 -5.0 2.6 -0.7 0.14
H -2.228 -4.430 0.843 -0.6 1.0 -1.4 0.18
H -3.499 -4.567 -0.331 0.6 0.7 0.1 0.15
H -4.242 -1.308 -0.549 0.4 -0.7 0.2 0.05
H -5.152 -2.599 -0.099 3.3 -0.1 -0.7 0.19
C 3.097 -2.055 1.288 3.1 -8.0 2.0 -0.62
O 3.308 -3.470 1.345 -0.6 7.2 -0.6 -0.16
N 2.061 -1.554 0.758 -3.8 0.4 -3.0 0.12
N 3.877 -1.174 1.885 1.5 2.0 0.6 0.16
H 1.549 -2.236 0.196 -0.1 0.1 0.0 0.04
H 1.756 -0.565 0.675 1.1 -0.8 0.7 0.06
H 4.450 -1.499 2.636 0.5 0.0 -0.1 0.11
H 3.819 -0.152 1.629 0.2 -1.7 0.5 0.10
C 0.147 -3.335 -1.831 5.3 -2.2 5.3 -0.55
O 0.837 -3.403 -0.654 -3.3 0.4 -5.9 -0.06
N -1.105 -3.654 -1.928 -4.1 -0.4 1.9 0.16
N 0.717 -3.265 -3.038 2.6 0.3 -1.9 0.13
H -1.590 -3.822 -0.996 1.4 0.3 -2.0 0.05
H -1.620 -2.944 -2.438 0.0 -0.3 -0.2 0.05
H 1.781 -3.192 -3.067 -1.4 -0.5 0.0 0.10
H 0.320 -3.819 -3.836 0.4 0.9 1.5 0.16
C 1.244 0.141 -3.911 -2.8 0.4 -0.2 -0.18
O 1.348 -1.111 -4.444 1.0 -1.1 -1.6 -0.11
H 1.770 0.269 -3.030 1.5 0.2 1.8 0.02
H 0.180 0.257 -3.614 0.4 0.9 -0.3 0.08
H 1.546 0.876 -4.618 0.1 0.7 -0.7 0.08
H 0.942 -1.716 -3.826 -0.1 -0.5 0.2 -0.01
C 0.906 3.743 -3.924 -0.2 -1.0 -0.4 -0.13
O 1.429 3.086 -2.828 0.3 -1.2 2.5 -0.19
H -0.094 3.415 -4.190 -0.3 -0.1 0.1 0.07
H 1.588 3.456 -4.701 0.2 0.5 -0.9 0.09
H 0.952 4.748 -3.647 -0.2 2.2 -0.6 0.06
H 1.049 3.409 -1.974 0.0 -0.9 -1.3 0.04
C -2.069 -1.945 -4.575 -0.7 -0.1 -0.8 -0.11
O -2.424 -1.643 -3.260 0.0 -0.1 1.3 -0.16
H -2.736 -1.429 -5.209 -0.7 0.8 -1.1 0.07
H -2.181 -2.969 -4.810 -0.1 -1.4 0.0 0.08
H -1.083 -1.676 -4.831 1.3 0.6 0.3 0.07
H -3.246 -2.103 -3.035 0.1 0.0 0.0 0.10
```
Positions in Å, forces in eV/Å.

Summary:
Electronic energy in hartree: -2924.2312
Frontier orbital gap in eV: 5.971
Energy above the lowest of the compared OMol25 structures with the same formula, charge and spin in eV: 3.761

=====

# C3H4P2

One molecule with the formula C3H4P2 at a distorted geometry (ωB97M-V/def2-TZVPD, the Open Molecules 2025 dataset).

```
9
Properties=species:S:1:pos:R:3:forces:R:3:lowdin_charge:R:1
C -0.184 1.403 -0.257 -4.8 -0.3 0.4 -0.30
C 0.914 0.679 -0.294 -0.5 0.8 0.2 -0.51
C -0.903 -1.241 0.164 -3.2 0.8 0.8 -0.81
P -1.978 0.137 0.046 4.4 -0.1 -0.2 0.81
P 0.783 -1.091 -0.276 0.6 -0.5 -0.6 0.76
H -0.434 2.514 -0.351 1.0 -1.8 0.0 0.06
H 1.780 1.262 -0.466 1.4 -0.1 -0.2 0.04
H -1.374 -2.222 0.510 0.9 1.3 -0.8 0.01
H 1.395 -1.442 0.924 0.3 0.0 0.4 -0.06
```
Positions in Å, forces in eV/Å.

Summary:
Electronic energy in hartree: -799.3139
SMILES: C1=PC=[PH]=C1
Frontier orbital gap in eV: 8.503
Energy above the lowest of the compared OMol25 structures with the same formula, charge and spin in eV: 0.786